(1)
DFT (ωB97M-V with the def2-TZVPD basis set) results for a 7-piece molecular cluster, C50H42F2N3O29PS overall.

```
! RIJCOSX wB97M-V def2-TZVPD def2/J DEFGRID3
* xyz 0 1
C 0.446 -2.785 2.102
C 0.238 -1.464 1.935
C 1.357 -0.429 2.166
C 1.660 0.518 0.922
C 1.764 1.935 1.484
N 1.863 2.990 1.874
C 0.451 0.574 -0.102
C -0.817 1.271 0.528
C -2.079 1.047 -0.397
C -2.575 -0.428 -0.426
O -3.642 -0.615 0.529
C -4.547 -1.594 -0.015
C 2.976 0.061 0.126
C 2.667 -1.418 -0.220
N 2.468 -2.494 -0.487
N 3.141 0.719 -1.169
C 3.590 -0.095 -2.263
O 4.663 -0.414 -2.530
F 2.589 -0.485 -3.117
C 3.586 2.034 -1.162
O 4.090 2.646 -0.292
F 3.440 2.689 -2.375
P 4.532 -0.061 1.225
O 4.606 -1.634 1.800
O 4.474 0.908 2.560
S 6.186 0.271 0.318
H 1.193 -3.147 2.842
H -0.125 -3.515 1.497
H -0.791 -1.193 1.624
H 2.247 -0.979 2.532
H 1.025 0.230 3.004
H 0.702 1.217 -0.982
H 0.216 -0.426 -0.524
H -1.010 0.921 1.567
H -0.685 2.379 0.569
H -2.889 1.673 0.058
H -1.883 1.475 -1.405
H -3.023 -0.605 -1.435
H -1.777 -1.190 -0.276
H -4.006 -2.375 -0.605
H -5.227 -1.062 -0.718
H -5.084 -2.120 0.802
H 4.260 -1.647 2.709
H 4.171 0.444 3.359
O 0.990 9.557 0.891
C 1.411 8.512 0.429
C 2.424 7.702 1.098
C 2.864 6.568 0.538
O 3.790 5.803 1.129
C 2.343 6.096 -0.782
O 2.787 5.070 -1.258
C 1.310 6.895 -1.440
C 0.870 8.024 -0.878
O -0.079 8.779 -1.457
H 2.795 8.056 2.050
H 3.935 5.045 0.526
H 0.929 6.533 -2.386
H -0.215 9.535 -0.853
O -8.040 6.533 0.140
C -7.181 5.673 0.116
C -7.018 4.686 1.180
C -6.045 3.771 1.112
O -5.874 2.850 2.073
C -5.095 3.726 -0.042
O -4.213 2.883 -0.049
C -5.271 4.695 -1.117
C -6.246 5.609 -1.051
O -6.433 6.511 -2.024
H -7.710 4.731 2.010
H -5.110 2.310 1.790
H -4.587 4.640 -1.953
H -7.194 7.053 -1.737
O 1.653 1.850 -6.182
C 2.464 1.223 -6.839
C 3.222 0.099 -6.296
C 4.114 -0.546 -7.056
O 4.823 -1.583 -6.585
C 4.370 -0.144 -8.474
O 5.204 -0.749 -9.121
C 3.594 0.965 -9.024
C 2.700 1.607 -8.265
O 1.972 2.628 -8.743
H 3.031 -0.180 -5.271
H 5.393 -1.868 -7.325
H 3.775 1.235 -10.055
H 1.407 2.917 -8.001
O 9.287 -5.478 0.876
C 8.268 -5.464 1.541
C 7.520 -4.239 1.818
C 6.416 -4.282 2.570
O 5.700 -3.180 2.845
C 5.910 -5.559 3.149
O 4.906 -5.528 3.839
C 6.641 -6.788 2.856
C 7.745 -6.751 2.102
O 8.438 -7.861 1.811
H 7.896 -3.318 1.395
H 4.962 -3.493 3.407
H 6.253 -7.709 3.268
H 9.187 -7.565 1.258
O 2.646 -4.518 5.248
C 1.600 -4.834 5.782
C 0.634 -3.861 6.285
C -0.492 -4.272 6.878
O -1.400 -3.404 7.347
C -0.800 -5.727 7.050
O -1.829 -6.051 7.612
C 0.156 -6.698 6.525
C 1.281 -6.287 5.929
O 2.178 -7.152 5.435
H 0.869 -2.814 6.156
H -2.114 -3.951 7.727
H -0.086 -7.746 6.640
H 2.899 -6.605 5.060
O -10.646 0.196 -3.727
C -9.921 -0.507 -3.049
C -9.588 -1.883 -3.411
C -8.800 -2.619 -2.621
O -8.475 -3.884 -2.929
C -8.237 -2.070 -1.349
O -7.538 -2.783 -0.652
C -8.550 -0.687 -0.998
C -9.336 0.050 -1.790
O -9.639 1.323 -1.495
H -10.003 -2.268 -4.332
H -7.901 -4.192 -2.202
H -8.122 -0.297 -0.084
H -10.218 1.629 -2.220
*
```

Computed properties:
calculated total energy: -5215.895291 a.u.
Kohn-Sham gap: 7.505 eV
SMILES string: C=CC[C@](C#N)(CCCCOC)[C@@](C#N)(N(C(=O)F)C(=O)F)P(O)(O)=S.O=C1C=C(O)C(=O)C=C1O.O=C1C=C(O)C(=O)C=C1O.O=C1C=C(O)C(=O)C=C1O.O=C1C=C(O)C(=O)C=C1O.O=C1C=C(O)C(=O)C=C1O.O=C1C=C(O)C(=O)C=C1O

=====

(2)
DFT (ωB97M-V with the def2-TZVPD basis set) results for C50H42FeN5O5 as an isolated structure.

```
! RIJCOSX wB97M-V def2-TZVPD def2/J DEFGRID3
* xyz 0 6
Fe 0.362 0.499 -0.747
C -8.882 0.140 -3.422
O -7.778 0.400 -4.255
C -6.557 0.592 -3.682
C -5.476 0.632 -4.563
C -4.191 0.794 -4.094
C -3.945 0.943 -2.733
C -5.024 0.889 -1.862
C -6.319 0.730 -2.320
C -2.537 0.929 -2.195
C -2.218 -0.491 -1.833
C -3.000 -1.616 -2.098
C -2.295 -2.706 -1.612
C -1.089 -2.204 -1.071
N -1.065 -0.843 -1.223
C -0.028 -2.965 -0.540
C 1.235 -2.400 -0.274
C 2.380 -3.098 0.199
C 3.403 -2.193 0.280
C 2.862 -0.925 -0.054
C 3.547 0.282 0.221
C 5.007 0.198 0.160
C 5.576 -0.492 -0.917
C 6.940 -0.675 -1.032
C 7.791 -0.160 -0.061
O 9.142 -0.332 -0.031
C 9.718 -1.335 -0.835
C 7.242 0.568 0.997
C 5.879 0.723 1.117
C 2.849 1.422 0.665
N 1.472 1.478 0.680
C 1.120 2.574 1.390
C -0.207 3.037 1.618
C -0.451 3.744 2.868
C 0.129 3.226 4.034
C -0.167 3.733 5.283
C -1.076 4.778 5.410
O -1.507 5.311 6.589
C -0.978 4.799 7.785
C -1.599 5.357 4.253
C -1.287 4.858 3.010
C -1.233 2.756 0.691
C -2.512 3.351 0.603
C -3.133 2.836 -0.521
C -2.273 1.867 -1.036
N -1.108 1.847 -0.339
C 2.285 3.273 1.802
C 3.361 2.580 1.304
N 1.547 -1.072 -0.403
C -0.305 -4.362 -0.206
C -1.450 -4.674 0.540
C -1.704 -5.961 0.950
C -0.815 -6.994 0.640
O -1.122 -8.219 1.156
C -0.179 -9.252 1.022
C 0.297 -6.709 -0.143
C 0.533 -5.413 -0.570
H -9.702 -0.123 -4.090
H -9.163 1.021 -2.833
H -8.687 -0.702 -2.748
H -5.673 0.512 -5.617
H -3.367 0.763 -4.790
H -4.848 0.936 -0.800
H -7.129 0.703 -1.608
H -3.958 -1.628 -2.581
H -2.593 -3.737 -1.656
H 2.415 -4.135 0.465
H 4.398 -2.360 0.646
H 4.925 -0.907 -1.672
H 7.331 -1.215 -1.883
H 9.895 -0.981 -1.857
H 9.101 -2.239 -0.863
H 10.675 -1.572 -0.370
H 7.922 0.977 1.728
H 5.484 1.196 2.002
H 0.812 2.391 3.956
H 0.290 3.285 6.151
H -1.220 3.737 7.918
H -1.442 5.380 8.582
H 0.110 4.931 7.830
H -2.266 6.198 4.358
H -1.659 5.361 2.132
H -2.939 4.064 1.272
H -4.100 3.103 -0.901
H 2.279 4.191 2.360
H 4.391 2.860 1.390
H -2.122 -3.880 0.830
H -2.574 -6.186 1.549
H 0.779 -8.973 1.472
H -0.022 -9.521 -0.027
H -0.593 -10.108 1.551
H 0.993 -7.487 -0.418
H 1.377 -5.222 -1.215
C -1.803 2.799 -3.828
C -1.463 1.539 -3.074
O -0.308 1.128 -3.035
H -1.565 2.663 -4.882
H -1.173 3.606 -3.450
H -2.847 3.070 -3.720
N 2.055 1.961 -2.094
H 3.008 1.815 -1.782
H 1.816 2.927 -1.900
H 1.994 1.809 -3.093
*
```

Computed properties:
calculated total energy: -3844.210105 a.u.
Kohn-Sham gap (alpha / beta): 4.944 / 5.567 eV
expectation value of S²: 8.918

=====

(3)
DFT (ωB97M-V with the def2-TZVPD basis set) results for C50H43Br2CsN9O3S2 as an isolated structure.

```
! RIJCOSX wB97M-V def2-TZVPD def2/J DEFGRID3
* xyz -1 1
Cs -2.337 0.202 1.550
C -2.263 0.898 -4.956
C -3.441 0.153 -4.968
C -4.152 0.010 -3.797
C -3.676 0.629 -2.620
N -2.541 1.340 -2.614
C -1.870 1.462 -3.755
N -4.339 0.393 -1.442
C -4.652 1.352 -0.623
N -4.974 1.067 0.672
C -5.130 2.225 1.355
N -5.269 2.481 2.625
C -5.185 1.543 3.645
C -5.430 2.043 4.940
C -5.309 1.205 6.027
C -4.944 -0.121 5.823
C -4.728 -0.532 4.520
N -4.855 0.262 3.459
C -5.053 3.363 0.390
C -5.237 4.720 0.580
C -5.102 5.547 -0.529
C -4.782 5.015 -1.775
C -4.584 3.652 -1.951
C -4.721 2.826 -0.846
H -1.667 1.035 -5.849
H -3.796 -0.312 -5.880
H -5.065 -0.567 -3.750
H -0.956 2.048 -3.699
H -5.688 3.087 5.047
H -5.481 1.588 7.026
H -4.801 -0.817 6.638
H -4.418 -1.549 4.302
H -5.479 5.090 1.567
H -5.241 6.617 -0.431
H -4.678 5.682 -2.623
H -4.319 3.267 -2.926
C -0.875 1.067 6.076
C 0.015 0.699 4.901
C 1.410 0.283 5.364
O 0.112 1.854 4.068
C -0.593 -0.462 4.068
O -1.415 -1.242 4.566
O -0.203 -0.449 2.866
H -0.405 1.853 6.673
H -1.056 0.193 6.699
H -1.839 1.428 5.716
H 1.893 1.112 5.887
H 2.016 0.004 4.499
H 1.350 -0.574 6.038
H 0.340 1.511 3.190
S 2.402 0.048 1.100
C 3.751 0.761 0.505
N 4.999 0.598 0.991
C 6.142 1.041 0.217
C 5.858 0.772 -1.247
N 4.675 1.526 -1.613
C 4.569 2.015 -2.994
C 4.124 0.904 -3.919
C 2.765 0.651 -4.107
C 2.353 -0.424 -4.880
C 3.294 -1.254 -5.475
C 4.646 -1.002 -5.303
C 5.058 0.074 -4.530
C 3.644 1.645 -0.746
S 2.343 2.617 -0.940
C 5.274 -0.227 2.164
C 5.853 -1.564 1.771
C 7.163 -1.891 2.103
C 7.712 -3.104 1.708
C 6.952 -3.998 0.973
C 5.642 -3.680 0.640
C 5.092 -2.473 1.036
H 7.014 0.478 0.547
H 6.333 2.108 0.376
H 5.718 -0.303 -1.413
H 6.683 1.109 -1.876
H 5.547 2.398 -3.292
H 3.859 2.838 -2.985
H 2.039 1.297 -3.630
H 1.296 -0.616 -5.011
H 2.970 -2.096 -6.074
H 5.382 -1.642 -5.772
H 6.116 0.273 -4.401
H 4.338 -0.345 2.707
H 5.983 0.315 2.795
H 7.756 -1.190 2.679
H 8.733 -3.347 1.975
H 7.375 -4.945 0.662
H 5.042 -4.382 0.074
H 4.066 -2.224 0.792
Br -6.264 -3.724 -3.602
C -5.149 -3.195 -2.161
C -5.693 -2.622 -1.028
C -4.787 -2.243 -0.047
N -3.478 -2.397 -0.098
C -2.976 -2.891 -1.227
C -3.774 -3.326 -2.283
C -1.503 -2.824 -1.396
C -0.784 -3.847 -2.011
C 0.574 -3.659 -2.194
Br 1.618 -5.018 -3.001
C 1.169 -2.480 -1.784
C 0.357 -1.528 -1.180
N -0.940 -1.694 -0.976
H -6.748 -2.428 -0.918
H -5.171 -1.729 0.830
H -3.334 -3.692 -3.200
H -1.272 -4.762 -2.314
H 2.224 -2.290 -1.919
H 0.786 -0.592 -0.842
*
```

Computed properties:
calculated total energy: -8614.385841 a.u.
Kohn-Sham gap: 6.246 eV

=====

(4)
DFT (ωB97M-V with the def2-TZVPD basis set) results for C50H43F5N3O4PS3Ta as an isolated structure.

```
! RIJCOSX wB97M-V def2-TZVPD def2/J DEFGRID3
* xyz 1 1
Ta 13.743 12.320 11.180
C 14.080 16.488 17.182
C 13.702 15.080 16.688
C 13.200 14.168 17.818
C 12.718 15.085 15.519
C 11.288 15.479 15.818
O 10.940 16.428 14.727
C 12.099 16.663 14.016
N 13.111 15.951 14.351
C 11.927 17.814 12.999
C 11.612 19.078 13.522
C 11.311 20.122 12.686
C 11.292 19.896 11.294
C 11.542 18.648 10.803
C 11.895 17.604 11.633
P 12.241 16.045 10.729
C 10.602 15.812 9.886
C 10.338 15.997 8.504
C 9.123 15.594 7.931
C 8.083 15.277 8.730
C 8.275 15.120 10.095
C 9.511 15.375 10.663
C 13.271 16.564 9.322
C 13.303 15.639 8.294
C 14.043 15.881 7.105
C 14.898 16.913 6.927
C 15.093 17.911 8.042
C 14.137 17.761 9.254
H 14.843 16.405 17.948
H 13.228 17.039 17.688
H 14.446 17.162 16.397
H 14.624 14.599 16.302
H 12.314 14.501 18.316
H 13.974 14.001 18.564
H 12.987 13.171 17.378
H 12.782 14.063 15.137
H 11.236 16.120 16.739
H 10.590 14.653 15.853
H 11.736 19.217 14.611
H 11.026 21.102 13.052
H 11.078 20.690 10.592
H 11.532 18.463 9.739
H 11.159 16.348 7.839
H 9.057 15.589 6.822
H 7.036 15.153 8.394
H 7.443 14.797 10.717
H 9.618 15.205 11.716
H 12.654 14.755 8.341
H 13.928 15.141 6.280
H 15.397 17.082 5.997
H 15.192 18.952 7.653
H 13.565 18.699 9.451
O 13.183 11.782 15.206
C 13.759 11.555 14.155
O 13.738 12.453 13.133
C 14.471 10.265 13.941
C 14.405 9.409 15.090
C 15.284 8.376 15.171
C 16.138 8.094 14.106
C 16.073 8.826 12.918
C 15.073 9.775 12.737
S 14.567 10.068 11.025
H 13.713 9.613 15.909
H 15.292 7.785 16.071
H 16.870 7.293 14.190
H 16.694 8.552 12.120
O 13.202 12.234 9.250
N 12.013 11.601 8.921
C 11.821 11.224 7.632
C 10.517 10.860 7.241
C 9.437 10.880 8.154
C 9.732 11.227 9.464
C 11.000 11.690 9.838
S 11.235 12.477 11.305
H 12.650 11.193 6.978
H 10.350 10.567 6.201
H 8.413 10.587 7.919
H 8.969 11.206 10.252
F 16.683 13.435 15.841
C 17.702 13.374 14.903
F 17.676 12.076 14.458
C 19.103 13.914 15.317
F 19.988 13.733 14.201
F 19.697 13.424 16.347
F 18.949 15.269 15.472
N 15.089 13.453 10.869
S 16.100 14.410 9.988
C 15.373 17.590 10.141
C 15.739 17.722 11.449
C 17.095 18.027 11.694
C 17.946 18.374 10.622
C 17.449 18.411 9.337
C 16.358 17.566 8.995
C 17.744 13.997 10.030
C 18.658 14.542 10.977
C 19.984 14.168 10.892
C 20.368 13.243 9.919
C 19.470 12.670 9.065
C 18.132 13.000 9.123
H 17.275 13.963 14.074
H 15.025 17.511 12.211
H 17.483 18.126 12.695
H 18.993 18.654 10.843
H 18.054 18.828 8.522
H 16.638 16.550 8.683
H 18.322 15.320 11.703
H 20.726 14.567 11.566
H 21.398 12.875 9.907
H 19.792 11.995 8.297
H 17.387 12.511 8.460
*
```

Computed properties:
calculated total energy: -4488.268725 a.u.
Kohn-Sham gap: 4.424 eV